(1)
Molecular formula: CH26MnO17P
Method: DFT, ωB97M-V with the def2-TZVPD basis set

Positions of all 46 atoms, in Å:
1 O 2.44 0.49 -2.50
2 H 2.64 1.06 -1.74
3 H 3.21 -0.09 -2.69
4 H 1.66 -0.08 -2.23
5 O 1.02 3.40 0.59
6 H 1.94 3.13 0.38
7 H 0.40 2.66 0.20
8 H 0.85 4.25 0.14
9 O -3.48 1.17 -0.36
10 H -3.96 1.41 0.46
11 H -2.71 0.48 -0.14
12 H -3.07 1.95 -0.75
13 O -1.50 -1.85 2.43
14 H -2.05 -2.65 2.43
15 H -0.48 -2.11 2.50
16 H -1.63 -1.35 1.56
17 O -1.03 3.15 -2.91
18 H -1.03 4.05 -2.53
19 H -0.48 3.18 -3.73
20 H -0.67 2.43 -2.23
21 O 1.02 -3.46 -1.06
22 H 0.67 -2.55 -0.83
23 H 1.33 -3.89 -0.18
24 H 1.71 -3.44 -1.72
25 Mn 1.87 -0.44 1.53
26 C 1.91 -2.97 1.74
27 O 0.82 -2.26 1.92
28 O 2.95 -2.21 1.77
29 O 1.90 -4.15 1.32
30 P -0.22 0.36 -0.03
31 O 1.00 -0.50 -0.51
32 O -1.53 -0.47 0.09
33 O -0.31 1.60 -1.00
34 O 0.27 0.72 1.38
35 O 2.13 0.20 3.59
36 H 1.62 0.76 4.18
37 H 2.91 -0.06 4.10
38 O -1.83 1.61 2.89
39 H -1.06 1.40 2.34
40 H -1.50 1.67 3.80
41 O -0.47 -0.26 -3.29
42 H -0.29 0.29 -2.52
43 H -1.40 -0.13 -3.51
44 O -1.82 -2.57 -1.62
45 H -1.92 -2.02 -2.41
46 H -1.85 -1.96 -0.87

Calculated values
- Spin multiplicity: 6
- Charge: +3
- DFT total energy: -2824.18334 Ha

---

(2)
Molecular formula: CH29NO13
Method: DFT, ωB97M-V with the def2-TZVPD basis set

Positions of all 44 atoms, in Å:
1 N -0.87 -1.31 -1.42
2 C -1.20 0.08 -1.13
3 O -2.09 0.18 -0.03
4 H -0.44 -1.75 -0.62
5 H -1.68 -1.85 -1.71
6 H -0.28 0.65 -0.98
7 H -1.74 0.49 -2.00
8 H 0.78 0.75 3.39
9 H 1.24 -1.20 -2.70
10 H 2.30 -1.22 -3.82
11 O 2.03 -0.70 -3.04
12 H 1.70 4.07 -1.95
13 H 0.61 2.90 -1.92
14 O 1.52 3.15 -1.70
15 H 1.73 -2.40 1.68
16 H 0.99 -2.32 2.99
17 O 0.87 -2.62 2.09
18 H 4.25 0.93 1.83
19 H 3.17 0.39 0.73
20 O 3.57 0.26 1.64
21 H 3.62 -1.49 1.14
22 H 2.87 -2.63 0.42
23 O 3.50 -2.47 1.13
24 H -0.88 -1.69 1.99
25 H -1.68 0.11 0.87
26 O -0.95 -0.72 2.09
27 H -2.51 3.15 -1.99
28 H -1.84 3.09 -3.32
29 O -1.63 2.97 -2.39
30 H -4.35 2.24 -0.63
31 H -3.25 1.46 -1.18
32 O -3.91 2.10 -1.48
33 H -0.10 -0.49 2.52
34 H 2.19 0.40 2.65
35 O 1.42 0.06 3.17
36 H -2.16 -3.53 0.31
37 H -1.05 -3.97 1.21
38 O -1.40 -4.11 0.32
39 H 2.35 1.62 -0.79
40 H 2.23 0.25 -1.45
41 O 2.16 0.68 -0.58
42 H -3.21 1.23 1.01
43 H -4.11 1.35 2.17
44 O -3.76 1.91 1.47

Calculated values
- Spin multiplicity: 1
- Charge: 0
- Relative energy (zero: lowest compared OMol25 entry of this formula, charge and spin): 0.000 eV

---

(3)
Molecular formula: CH2AlB3F7O4
Method: DFT, ωB97M-V with the def2-TZVPD basis set

Positions of all 18 atoms, in Å:
1 O 3.29 -0.61 -0.70
2 B 2.45 0.45 -0.64
3 O 2.88 1.74 -0.98
4 B 2.15 2.67 -0.28
5 O 0.77 2.65 -0.48
6 B 0.28 1.36 -0.45
7 C -1.29 1.05 -0.62
8 F -1.49 -0.10 -1.27
9 F -1.85 0.95 0.60
10 F -1.97 2.02 -1.30
11 O 1.12 0.30 -0.24
12 H 2.81 -1.42 -0.45
13 H 2.64 3.37 0.54
14 F -2.94 -2.39 2.76
15 Al -2.36 -2.89 1.25
16 F -3.47 -2.46 0.05
17 F -2.15 -4.56 1.26
18 F -0.87 -2.14 0.95

Calculated values
- Spin multiplicity: 1
- Charge: -1
- DFT total energy: -1357.08391 Ha

---

(4)
Molecular formula: CH2BNO
Method: DFT, ωB97M-V with the def2-TZVPD basis set

Positions of all 6 atoms, in Å:
1 B 0.03 -0.20 -0.16
2 C -0.10 1.32 0.15
3 N 0.00 2.46 0.22
4 O 0.22 -1.17 0.74
5 H -0.25 -0.38 -1.43
6 H 0.11 -2.02 0.48

Calculated values
- Spin multiplicity: 1
- Charge: 0
- SMILES: N#CBO
- Relative energy (zero: lowest compared OMol25 entry of this formula, charge and spin): 0.401 eV